No. 1
DFT (ωB97M-V/def2-TZVPD) results for one molecule with the formula C9H18Si in a non-equilibrium geometry.

Computed properties:
Maximum force (eV Å⁻¹): 4.4
Orbital gap (eV): 10.1
Spin multiplicity: 1
Calculated total energy (hartree): -643.10186
SMILES: C/C=C/[Si](C)(/C=C/C)CC
Energy above the lowest of the compared OMol25 structures with the same formula, charge and spin (eV): 2.013
E_LUMO (eV): 1.05

Structure (XYZ):
```
28
C9H18Si ωB97M-V/def2-TZVPD
C -2.00 -1.48 0.27
C 1.70 -1.59 -0.07
C -1.64 -0.44 -0.45
C 1.50 -0.44 0.54
C -2.94 -2.49 -0.47
C 3.08 -2.26 0.05
C 0.95 3.15 -0.60
C -0.87 1.62 1.89
C -0.08 2.16 -1.18
Si -0.41 0.84 0.20
H -1.69 -1.90 1.17
H 0.85 -1.91 -0.76
H -2.06 -0.29 -1.51
H 2.35 -0.05 1.07
H -2.78 -3.46 -0.10
H -2.64 -2.45 -1.57
H -3.89 -2.14 -0.16
H 3.51 -1.82 0.95
H 3.72 -1.95 -0.77
H 3.13 -3.33 0.05
H 1.39 3.90 -1.36
H 0.41 3.65 0.16
H 1.81 2.68 -0.19
H -0.14 2.42 2.26
H -1.76 2.27 1.80
H -0.87 0.79 2.54
H 0.34 1.76 -2.18
H -0.94 2.74 -1.59
```

No. 2
DFT (ωB97M-V/def2-TZVPD) results for a 2-piece molecular cluster, C9H19BClN4O3 overall in a non-equilibrium geometry.

Computed properties:
Maximum force (eV Å⁻¹): 4.0
Orbital gap (eV): 6.1
Spin multiplicity: 1
Calculated total energy (hartree): -1283.84747
Net charge: +1
Energy above the lowest of the compared OMol25 structures with the same formula, charge and spin (eV): 1.932
E_LUMO (eV): -6.12

Structure (XYZ):
```
37
C9H19BClN4O3 ωB97M-V/def2-TZVPD
N -1.59 0.16 2.08
B -0.46 1.10 1.93
O -0.65 2.44 2.47
C 0.96 0.79 1.18
C 0.80 0.61 -0.42
N 2.10 0.36 -1.11
C 3.18 0.09 -0.18
N 4.43 0.64 -0.33
N 2.99 -0.81 0.97
C 1.81 -0.39 1.82
C 1.00 -1.72 2.18
C 0.19 -2.36 0.98
O 0.59 -2.51 -0.18
Cl -1.51 -2.99 1.33
H -2.50 0.63 2.20
H -1.44 -0.31 3.00
H 0.18 2.95 2.41
H 1.60 1.75 1.30
H -0.03 -0.11 -0.70
H 0.45 1.65 -0.79
H 2.03 -0.36 -1.85
H 5.10 0.17 -0.95
H 4.74 1.46 0.21
H 2.88 -1.78 0.63
H 2.26 -0.01 2.81
H 0.37 -1.56 3.12
H 1.78 -2.51 2.49
C -3.06 -0.86 -2.01
C -2.53 0.41 -2.63
O -1.35 0.70 -2.55
C -3.51 1.30 -3.33
H -2.25 -1.40 -1.53
H -3.81 -0.62 -1.25
H -3.50 -1.49 -2.78
H -4.28 1.64 -2.63
H -3.97 0.76 -4.16
H -2.99 2.17 -3.73
```

No. 3
DFT (ωB97M-V/def2-TZVPD) results for an isolated ion of composition C9H19BN and charge +1 in a non-equilibrium geometry.

Computed properties:
Maximum force (eV Å⁻¹): 4.9
Orbital gap (spin up / spin down) (eV): 6.9 / 8.4
Spin multiplicity: 1
Calculated total energy (hartree): -433.47192
Net charge: +1
Energy above the lowest of the compared OMol25 structures with the same formula, charge and spin (eV): 2.345
E_LUMO (spin up / spin down) (eV): -4.49 / -3.85

Structure (XYZ):
```
30
C9H19BN ωB97M-V/def2-TZVPD
B -0.36 0.55 -1.62
C -0.70 -0.07 2.30
C 1.28 -0.22 0.19
C 0.51 0.97 -0.45
C 0.23 -0.58 1.30
C 0.00 0.92 -3.09
C -1.64 -0.39 -1.63
C 2.56 0.15 0.92
C 0.66 2.34 0.03
C -0.94 -2.68 1.87
N -0.96 -1.28 1.50
H -0.57 -0.17 3.37
H -1.53 0.67 2.21
H 1.43 -0.90 -0.62
H -0.10 0.09 -3.76
H 1.03 1.00 -3.23
H -0.48 1.75 -3.48
H -2.42 -0.21 -2.45
H -2.14 -0.51 -0.69
H -1.47 -1.48 -1.82
H 3.13 0.63 0.12
H 3.06 -0.69 1.33
H 2.31 0.90 1.67
H 0.43 3.05 -0.80
H 1.67 2.56 0.46
H 0.20 2.71 0.92
H -0.42 -3.17 1.10
H -0.38 -2.85 2.88
H -1.89 -3.26 1.84
H -1.73 -1.06 0.73
```

No. 4
DFT (ωB97M-V/def2-TZVPD) results for a 4-piece molecular cluster, C9H19BrFN2O15S4 overall in a non-equilibrium geometry.

Computed properties:
Maximum force (eV Å⁻¹): 3.8
Orbital gap (eV): 7.2
Spin multiplicity: 1
Calculated total energy (hartree): -5858.63615
Net charge: +1
E_LUMO (eV): -6.07

Structure (XYZ):
```
51
C9H19BrFN2O15S4 ωB97M-V/def2-TZVPD
N 3.79 1.05 1.27
C 3.38 1.94 0.18
O 4.10 2.22 -0.69
C 1.90 2.47 0.23
C 1.00 1.44 -0.53
N -0.08 0.77 0.30
Br 0.50 0.07 1.96
S -1.51 1.80 0.46
O -2.32 1.26 1.47
O -1.17 3.14 0.66
F -2.26 1.58 -0.90
H 3.39 0.13 1.01
H 3.21 1.34 2.06
H 1.90 3.42 -0.32
H 1.57 2.70 1.26
H 1.65 0.64 -0.91
H 0.57 1.93 -1.41
H -0.39 -0.05 -0.25
C 0.04 -1.03 7.63
C -0.51 -0.24 6.46
O 0.56 -0.22 5.50
S 1.40 -1.59 5.62
O 0.93 -2.48 4.61
O 2.77 -1.26 5.77
O 0.82 -2.08 7.03
H 0.71 -0.42 8.25
H -0.74 -1.45 8.25
H -0.79 0.77 6.75
H -1.37 -0.74 6.01
C 3.31 -2.35 -4.66
C 4.22 -1.73 -3.62
O 3.93 -0.32 -3.67
S 2.39 -0.12 -4.05
O 1.65 0.11 -2.85
O 2.31 0.77 -5.15
O 2.09 -1.60 -4.56
H 3.71 -2.21 -5.66
H 3.13 -3.40 -4.48
H 5.27 -1.91 -3.82
H 3.98 -2.09 -2.61
C -5.00 0.28 -2.00
C -5.54 0.87 -3.30
O -5.37 -0.17 -4.26
S -5.54 -1.61 -3.54
O -6.87 -2.06 -3.74
O -4.41 -2.40 -3.85
O -5.41 -1.09 -2.02
H -3.91 0.30 -1.98
H -5.40 0.78 -1.12
H -5.00 1.76 -3.60
H -6.60 1.09 -3.22
```

No. 5
DFT (ωB97M-V/def2-TZVPD) results for C9H19Cl12OPt as an isolated structure in a non-equilibrium geometry.

Computed properties:
Maximum force (eV Å⁻¹): 2.8
⟨S²⟩: 2.01
Orbital gap (spin up / spin down) (eV): 8.8 / 6.0
Spin multiplicity: 3
Calculated total energy (hartree): -6070.75162
Net charge: +1
E_LUMO (spin up / spin down) (eV): -3.98 / -6.81

Structure (XYZ):
```
42
C9H19Cl12OPt ωB97M-V/def2-TZVPD
Pt -2.76 -2.58 -0.10
C -2.32 1.58 -0.42
C -1.92 0.21 -0.85
C -0.42 0.00 -0.72
O -2.83 -0.81 -0.19
H -1.89 2.31 -1.10
H -1.99 1.83 0.59
H -3.37 1.74 -0.44
H -2.22 0.08 -1.87
H 0.02 0.56 -1.54
H -0.15 -1.04 -0.84
H -0.07 0.38 0.24
C -1.92 0.05 4.23
Cl -1.16 -0.23 5.76
Cl -1.59 1.64 3.57
H -1.57 -0.73 3.56
H -3.00 -0.06 4.32
C 0.38 4.27 1.44
Cl 0.45 4.94 3.08
Cl -1.28 4.38 0.77
H 1.10 4.76 0.78
H 0.58 3.20 1.58
C -0.70 -4.10 1.56
Cl -0.20 -3.71 3.22
Cl -2.49 -4.59 1.33
H -0.54 -3.16 1.03
H -0.16 -4.96 1.19
C 3.81 1.78 -0.47
Cl 3.05 2.22 1.08
Cl 2.81 2.30 -1.84
H 4.76 2.27 -0.49
H 3.86 0.68 -0.43
C 2.73 -4.92 -1.39
Cl 2.04 -3.56 -0.50
Cl 3.86 -4.41 -2.62
H 3.25 -5.54 -0.66
H 1.87 -5.50 -1.79
C 0.08 1.65 -4.17
Cl 0.64 3.01 -5.02
Cl -1.67 1.62 -3.99
H 0.42 0.76 -4.73
H 0.52 1.67 -3.16
```

No. 6
DFT (ωB97M-V/def2-TZVPD) results for a 3-piece molecular cluster, C9H19ClNO3 overall in a non-equilibrium geometry.

Computed properties:
Maximum force (eV Å⁻¹): 4.1
⟨S²⟩: 2.01
Orbital gap (spin up / spin down) (eV): 5.6 / 6.8
Spin multiplicity: 3
Calculated total energy (hartree): -1094.46226
Net charge: +1
E_LUMO (spin up / spin down) (eV): -2.78 / -6.46

Structure (XYZ):
```
33
C9H19ClNO3 ωB97M-V/def2-TZVPD
C 2.93 0.64 -0.25
C -5.17 2.75 0.94
C -4.65 0.77 2.35
C -3.35 1.17 0.10
C 4.91 -3.42 0.47
C 2.96 -3.77 1.86
C 1.83 -2.35 -0.73
C 1.92 -2.32 -2.27
C -4.45 1.51 1.13
N 2.98 -2.19 0.07
O 3.43 0.94 -1.22
O 2.43 0.40 0.73
O 3.46 -3.44 0.59
Cl 2.31 -4.07 -2.64
H -4.57 3.63 1.30
H -5.42 3.11 -0.07
H -6.15 2.70 1.56
H -3.70 0.37 2.51
H -5.36 0.04 2.39
H -4.98 1.55 3.14
H -3.52 1.64 -0.90
H -2.35 1.60 0.42
H -3.14 0.09 0.03
H 5.22 -3.66 -0.51
H 5.25 -2.36 0.84
H 5.27 -4.27 1.06
H 2.95 -4.89 2.18
H 3.66 -3.36 2.60
H 1.88 -3.48 1.81
H 1.11 -3.05 -0.30
H 1.26 -1.49 -0.45
H 2.77 -1.69 -2.62
H 0.98 -2.03 -2.65
```

No. 7
DFT (ωB97M-V/def2-TZVPD) results for C9H19CsNO5S as an isolated structure in a non-equilibrium geometry.

Computed properties:
Maximum force (eV Å⁻¹): 2.3
Orbital gap (eV): 4.0
Spin multiplicity: 1
Calculated total energy (hartree): -1203.61755
Net charge: -1
Energy above the lowest of the compared OMol25 structures with the same formula, charge and spin (eV): 1.357
E_LUMO (eV): 1.31

Structure (XYZ):
```
36
C9H19CsNO5S ωB97M-V/def2-TZVPD
Cs 4.15 -0.41 -0.46
S 3.78 -4.35 0.13
O 2.30 -4.47 0.21
O 4.38 -5.64 -0.27
O 4.10 -3.32 -0.90
O 4.33 -3.89 1.42
C 0.01 -0.15 1.84
C -0.71 -0.45 0.52
C -2.21 -0.25 0.67
C -2.62 1.22 0.71
C -2.12 1.94 -0.53
C -0.63 1.77 -0.78
N -0.23 0.38 -0.62
O 1.16 0.28 -0.73
C -0.36 2.16 -2.24
C 0.18 2.75 0.11
C -0.43 -1.91 0.16
H -0.01 0.89 2.17
H 1.08 -0.35 1.73
H -0.42 -0.79 2.61
H -2.79 -0.73 -0.13
H -2.55 -0.71 1.59
H -2.15 1.71 1.58
H -3.69 1.31 0.88
H -2.39 3.00 -0.41
H -2.70 1.63 -1.40
H -0.56 3.21 -2.43
H 0.69 1.97 -2.48
H -0.88 1.48 -2.92
H -0.29 2.90 1.10
H 1.17 2.36 0.36
H 0.29 3.73 -0.35
H 0.63 -2.12 -0.01
H -1.00 -2.19 -0.73
H -0.78 -2.54 0.97
H 1.29 -0.43 -1.37
```

No. 8
DFT (ωB97M-V/def2-TZVPD) results for one molecule with the formula C9H19N.

Computed properties:
Maximum force (eV Å⁻¹): 0.8
Orbital gap (eV): 10.0
Spin multiplicity: 1
Calculated total energy (hartree): -409.05588
SMILES: C=C(C)CC(C)(C)[C@H](C)N
Energy above the lowest of the compared OMol25 structures with the same formula, charge and spin (eV): 0.000
E_LUMO (eV): 0.89

Structure (XYZ):
```
29
C9H19N ωB97M-V/def2-TZVPD
C -0.22 -0.15 0.63
C -1.79 -0.32 0.70
C 0.23 0.56 -0.69
C 0.42 -1.55 0.75
C 0.25 0.67 1.86
C -2.44 -0.82 -0.59
C 2.22 -0.35 -2.03
C 1.72 0.61 -0.99
N -2.49 0.90 1.11
C 2.54 1.51 -0.42
H -2.01 -1.07 1.48
H -3.49 0.70 1.22
H -2.42 1.61 0.38
H -0.24 0.07 -1.54
H -0.17 1.59 -0.70
H 0.09 -2.06 1.66
H 0.17 -2.18 -0.11
H 1.52 -1.49 0.80
H -0.01 1.73 1.77
H 1.34 0.61 2.00
H -0.20 0.29 2.79
H -3.48 -1.11 -0.42
H -2.45 -0.04 -1.37
H -1.92 -1.69 -1.00
H 1.73 -0.16 -2.99
H 2.02 -1.38 -1.74
H 3.30 -0.26 -2.19
H 3.60 1.54 -0.67
H 2.19 2.23 0.31
```

No. 9
DFT (ωB97M-V/def2-TZVPD) results for one molecule with the formula C9H19N2O3P in a non-equilibrium geometry.

Computed properties:
Maximum force (eV Å⁻¹): 5.6
Orbital gap (eV): 9.6
Spin multiplicity: 1
Calculated total energy (hartree): -1030.90727
SMILES: CCOP(=O)(OCC)N1C[C@@H](C)C(C)=N1
Energy above the lowest of the compared OMol25 structures with the same formula, charge and spin (eV): 0.992
E_LUMO (eV): 0.88

Structure (XYZ):
```
34
C9H19N2O3P ωB97M-V/def2-TZVPD
C -1.40 -1.77 -0.09
C -2.72 -0.96 0.18
C -2.29 0.38 -0.43
C -3.19 -0.58 1.61
C -3.20 1.50 -0.64
C 3.97 -1.74 -0.66
C 2.27 3.04 -0.21
C 2.44 -1.89 -0.77
C 1.31 2.01 0.40
N -0.39 -0.82 -0.49
N -1.05 0.37 -0.71
O 0.48 -0.27 2.13
O 1.68 -1.88 0.34
O 1.74 0.64 0.09
P 0.86 -0.54 0.75
H -0.96 -2.29 0.82
H -1.59 -2.37 -0.99
H -3.64 -1.45 -0.31
H -3.27 -1.46 2.23
H -4.22 -0.27 1.45
H -2.72 0.20 2.14
H -4.07 1.39 0.13
H -3.84 1.48 -1.58
H -2.67 2.47 -0.64
H 4.32 -2.08 -1.65
H 4.22 -0.69 -0.49
H 4.29 -2.39 0.11
H 2.32 2.78 -1.36
H 2.01 4.08 -0.11
H 3.20 2.91 0.26
H 2.36 -2.97 -1.27
H 2.19 -1.14 -1.48
H 0.27 2.08 -0.22
H 1.28 2.23 1.46
```

No. 10
DFT (ωB97M-V/def2-TZVPD) results for C9H19N3O3S as an isolated structure in a non-equilibrium geometry.

Computed properties:
Maximum force (eV Å⁻¹): 6.2
Orbital gap (eV): 9.1
Spin multiplicity: 1
Calculated total energy (hartree): -1142.31214
Energy above the lowest of the compared OMol25 structures with the same formula, charge and spin (eV): 6.524
E_LUMO (eV): 0.13

Structure (XYZ):
```
35
C9H19N3O3S ωB97M-V/def2-TZVPD
C -0.26 -2.61 2.51
C -0.56 -1.45 1.43
C 0.54 -3.72 2.14
C 0.25 0.15 -0.24
C 0.94 -0.44 -1.55
C 0.44 1.48 0.31
C -0.65 2.49 -0.26
C -0.78 2.46 -1.72
C 0.29 3.17 -2.50
H -1.64 -4.07 2.30
H -2.40 -2.14 2.61
H 0.33 -1.95 3.27
H 1.67 -3.63 2.08
H 0.20 -4.58 2.82
H 1.43 -4.68 0.04
H 1.35 -1.10 1.17
H -0.79 0.12 -0.34
H 0.55 1.68 1.38
H 1.44 1.87 0.00
H -0.59 3.55 0.24
H -1.64 2.06 0.09
H -0.82 1.37 -2.07
H -1.85 2.64 -2.07
H 1.16 2.47 -2.11
H 0.17 3.22 -3.61
H -0.33 5.00 -1.50
H 1.23 4.97 -2.83
H 0.22 -1.95 -0.81
N -1.52 -3.05 3.05
N 0.46 -0.85 0.84
N 0.64 4.50 -1.89
O -1.78 -1.21 1.12
O 1.61 0.17 -2.41
O 0.53 -1.71 -1.82
S 0.15 -4.22 0.33
```

No. 11
DFT (ωB97M-V/def2-TZVPD) results for one molecule with the formula C9H19N3O4 in a non-equilibrium geometry.

Computed properties:
Maximum force (eV Å⁻¹): 3.1
Orbital gap (eV): 10.1
Spin multiplicity: 1
Calculated total energy (hartree): -819.57986
SMILES: NCCCC[C@H](N)C(=O)N[C@@H](CO)C(=O)O
Energy above the lowest of the compared OMol25 structures with the same formula, charge and spin (eV): 0.189
E_LUMO (eV): 0.37

Structure (XYZ):
```
35
C9H19N3O4 ωB97M-V/def2-TZVPD
C 0.50 -2.26 0.72
C -0.91 -1.61 0.54
C 1.67 -1.16 0.60
C 1.43 0.06 1.51
C 2.44 1.22 1.34
C 2.51 1.92 -0.02
C -2.34 0.10 -0.51
C -3.35 -0.61 -1.36
C -2.09 1.47 -1.13
H 0.62 -2.83 -1.21
H -0.17 -3.92 -0.32
H 0.55 -2.68 1.75
H 2.70 -1.62 0.88
H 1.81 -0.89 -0.43
H 0.41 0.42 1.28
H 1.43 -0.24 2.60
H 3.47 0.78 1.53
H 2.26 1.96 2.11
H 2.76 1.11 -0.75
H 3.32 2.71 -0.06
H 1.02 3.22 0.12
H 1.23 2.80 -1.35
H -0.24 -0.02 -0.63
H -2.82 0.17 0.45
H -1.56 1.34 -2.10
H -3.06 1.91 -1.41
H -0.46 2.16 -0.28
H -3.03 -2.18 -0.27
N 0.65 -3.32 -0.27
N 1.16 2.40 -0.40
N -1.04 -0.64 -0.41
O -1.90 -2.06 1.08
O -4.01 -0.08 -2.25
O -1.41 2.31 -0.25
O -3.52 -1.95 -1.11
```

No. 12
DFT (ωB97M-V/def2-TZVPD) results for one molecule with the formula C9H19N5O4 in a non-equilibrium geometry.

Computed properties:
Maximum force (eV Å⁻¹): 3.1
Orbital gap (eV): 9.0
Spin multiplicity: 1
Calculated total energy (hartree): -929.09611
SMILES: [H]/N=C(/N)NCCC[C@H](NC(=O)[C@@H](N)CO)C(=O)O
Energy above the lowest of the compared OMol25 structures with the same formula, charge and spin (eV): 0.951
E_LUMO (eV): 0.25

Structure (XYZ):
```
37
C9H19N5O4 ωB97M-V/def2-TZVPD
C 3.03 -0.69 -0.11
C 2.10 -0.54 1.13
C 3.99 -1.96 -0.02
C 0.46 0.88 -0.28
C 0.80 2.35 0.02
C -1.03 0.65 -0.41
C -1.48 -0.37 -1.45
C -3.00 -0.53 -1.51
C -4.84 -0.66 0.20
H 4.22 0.78 0.55
H 4.32 0.53 -1.04
H 2.38 -0.82 -0.94
H 4.65 -1.83 0.80
H 3.41 -2.89 0.19
H 5.31 -2.76 -1.29
H 0.49 0.51 1.72
H 1.00 0.62 -1.17
H -1.46 0.30 0.58
H -1.45 1.61 -0.61
H -1.09 -1.31 -1.16
H -1.04 -0.11 -2.42
H -3.50 0.34 -2.00
H -3.13 -1.43 -2.16
H -2.97 -1.45 0.42
H -5.52 0.22 -1.38
H -6.04 -0.85 1.77
H -4.73 -1.99 1.86
H 2.64 2.12 -0.48
N 3.68 0.59 -0.29
N 0.91 0.10 0.87
N -3.55 -0.81 -0.17
N -5.81 -0.10 -0.47
N -5.09 -1.05 1.54
O 2.24 -1.05 2.21
O 4.70 -2.00 -1.23
O -0.01 3.04 0.61
O 1.98 2.83 -0.23
```

No. 13
DFT (ωB97M-V/def2-TZVPD) results for a 2-piece molecular cluster, C9H19NO overall.

Computed properties:
Maximum force (eV Å⁻¹): 0.8
Orbital gap (eV): 9.4
Spin multiplicity: 1
Calculated total energy (hartree): -484.31282
SMILES: CC(C)=C(C)C.CNC(C)=O
Energy above the lowest of the compared OMol25 structures with the same formula, charge and spin (eV): 0.790
E_LUMO (eV): 0.59

Structure (XYZ):
```
30
C9H19NO ωB97M-V/def2-TZVPD
C -1.64 1.39 2.53
C -2.24 0.53 3.37
C -2.27 1.94 1.27
C -0.24 1.93 2.72
C -1.61 -0.02 4.63
C -3.64 -0.02 3.19
H -1.64 1.66 0.41
H -3.29 1.56 1.10
H -2.30 3.04 1.34
H 0.25 1.56 3.63
H 0.37 1.65 1.85
H -0.29 3.03 2.78
H -0.59 0.35 4.81
H -2.24 0.26 5.50
H -1.58 -1.12 4.57
H -4.25 0.26 4.06
H -4.14 0.36 2.27
H -3.59 -1.12 3.13
O 0.26 -4.26 -0.82
C -0.38 -3.33 -0.33
N 0.08 -2.62 0.73
C -1.74 -2.91 -0.85
C 1.37 -2.92 1.32
H -0.49 -1.86 1.11
H -1.72 -1.86 -1.19
H -2.02 -3.55 -1.70
H -2.51 -3.01 -0.07
H 1.55 -2.23 2.16
H 2.18 -2.80 0.58
H 1.40 -3.95 1.71
```

No. 14
DFT (ωB97M-V/def2-TZVPD) results for one molecule with the formula C9H19NO2 in a non-equilibrium geometry.

Computed properties:
Maximum force (eV Å⁻¹): 1.9
Orbital gap (eV): 9.9
Spin multiplicity: 1
Calculated total energy (hartree): -559.55158
SMILES: OC[C@@H](O)CNC1CCCCC1
Energy above the lowest of the compared OMol25 structures with the same formula, charge and spin (eV): 1.083
E_LUMO (eV): 0.90

Structure (XYZ):
```
31
C9H19NO2 ωB97M-V/def2-TZVPD
O 0.30 -2.92 -0.38
O 1.15 -2.02 -2.93
N 0.36 -0.20 -0.98
C 1.69 -2.96 -0.76
C 1.81 -0.44 -1.18
C -2.06 1.75 2.01
C -0.58 1.41 2.36
C -2.11 2.27 0.58
C 0.03 0.34 1.38
C -1.53 1.24 -0.39
C 1.99 -1.85 -1.78
C -0.12 0.83 -0.06
H 0.02 -1.94 -0.38
H 0.29 -2.29 -2.64
H -0.09 -0.13 -1.87
H 2.35 -2.85 0.11
H 1.90 -3.89 -1.24
H 2.39 -0.38 -0.22
H 2.16 0.27 -1.89
H -2.63 0.85 2.10
H -2.48 2.51 2.68
H 0.06 2.30 2.29
H -0.47 1.07 3.37
H -3.16 2.54 0.34
H -1.60 3.22 0.49
H 1.08 0.23 1.58
H -0.53 -0.63 1.48
H -1.54 1.57 -1.43
H -2.18 0.33 -0.36
H 3.01 -1.97 -2.12
H 0.48 1.73 -0.16
```